No. 1
44
Properties=species:S:1:pos:R:3 method="wB97M-V/def2-TZVPD" e_above_lowest_kj_mol=76.4 charge=+1 spin_multiplicity=5 orbital_gap_ev="7.58 / 6.84" homo_ha="-0.418 / -0.436" s_squared=6.030
Ru 0.255 0.044 0.010
C 0.457 -4.565 -2.656
C -0.115 -3.152 -2.700
N 0.815 -2.182 -2.098
C 1.520 -1.245 -2.972
C 0.782 0.091 -3.031
C 0.916 -2.094 -0.765
S 2.238 -1.161 -0.026
N 0.114 -2.808 0.016
C -1.150 -2.483 0.229
O -1.580 -1.295 0.039
C -2.053 -3.535 0.731
C -3.431 -3.332 0.687
C -4.289 -4.345 1.079
C -3.773 -5.553 1.527
C -2.399 -5.749 1.592
C -1.536 -4.747 1.188
H -0.260 -5.263 -3.087
H 0.654 -4.862 -1.627
H 1.385 -4.626 -3.224
H -1.074 -3.117 -2.186
H -0.285 -2.840 -3.729
H 1.571 -1.683 -3.966
H 2.536 -1.107 -2.613
H -0.247 -0.044 -3.366
H 1.280 0.781 -3.712
H 0.776 0.580 -2.040
H -3.812 -2.381 0.340
H -5.360 -4.199 1.036
H -4.442 -6.348 1.832
H -2.005 -6.688 1.957
H -0.464 -4.885 1.238
C 0.152 0.205 1.980
H -0.848 0.264 2.409
H 0.892 -0.309 2.582
C -1.339 4.290 -0.055
C -1.238 2.799 -0.077
N -2.354 2.101 0.173
O -0.136 2.258 -0.314
H -2.368 4.638 -0.075
H -0.790 4.700 -0.900
H -0.853 4.655 0.851
H -3.229 2.552 0.379
H -2.334 1.093 0.189

No. 2
15
Properties=species:S:1:pos:R:3 method="wB97M-V/def2-TZVPD" e_above_lowest_kj_mol=23.8 charge=+1 spin_multiplicity=1 orbital_gap_ev=10.14 homo_ha=-0.586
C -0.647 1.144 -0.145
C 0.583 -1.063 0.500
C -1.221 1.787 -1.343
C 0.523 -1.094 1.989
N 0.785 -1.518 -1.744
O -0.730 1.375 0.996
O 1.240 -1.973 -0.017
O 1.728 -1.159 -2.217
O 0.128 -0.156 -0.387
H -2.012 2.283 -0.919
H -1.499 1.092 -2.010
H -0.439 2.531 -1.669
H 0.224 -2.058 2.452
H -0.187 -0.325 2.271
H 1.525 -0.866 2.243

No. 3
71
Properties=species:S:1:pos:R:3 method="wB97M-V/def2-TZVPD" charge=+1 spin_multiplicity=1 orbital_gap_ev=7.68 homo_ha=-0.417
C 3.718 -1.367 0.865
C 4.015 -2.393 -0.380
I 4.063 -4.464 0.386
C 2.948 -2.226 -1.647
N 2.650 -0.733 -1.745
C 1.293 -0.256 -1.274
C 1.397 1.367 -1.508
C 0.247 2.487 -1.170
C -0.678 1.957 0.118
C -1.924 1.081 -0.506
O -2.257 -0.138 0.263
N 2.777 1.595 -2.084
N 3.429 2.762 -2.453
C 4.520 2.872 -1.581
O 5.495 2.800 -0.632
C 3.589 0.332 -2.270
H 2.638 -1.567 1.328
H 4.481 -1.584 1.752
H 3.881 -0.220 0.590
H 5.086 -2.099 -0.810
H 3.465 -2.662 -2.624
H 1.957 -2.835 -1.487
H 0.421 -0.904 -0.825
H 0.718 3.513 -0.861
H -0.476 2.548 -2.090
H -0.020 1.340 0.873
H -1.073 2.957 0.637
H -1.701 0.800 -1.642
H -2.853 1.818 -0.552
H -1.605 -0.879 0.085
H 4.670 0.281 -2.716
Cl -3.586 -0.142 -1.204
C -5.056 -0.099 -2.209
C -6.039 -1.197 -1.836
Cl -5.433 -2.817 -2.258
H -4.751 -0.170 -3.258
H -5.516 0.882 -2.054
H -6.977 -1.057 -2.383
H -6.265 -1.187 -0.765
Cl 2.828 8.156 -2.822
C 4.455 7.682 -2.275
C 4.828 6.279 -2.727
Cl 3.859 5.028 -1.911
H 4.487 7.775 -1.185
H 5.155 8.408 -2.699
H 5.876 6.077 -2.485
H 4.700 6.157 -3.807
Cl 1.445 -3.690 4.198
C 2.201 -4.812 5.357
C 3.364 -5.575 4.743
Cl 2.828 -6.737 3.505
H 1.425 -5.490 5.728
H 2.555 -4.207 6.197
H 3.879 -6.152 5.517
H 4.091 -4.899 4.283
Cl -0.469 -2.998 0.905
C -1.858 -4.091 0.680
C -2.517 -4.461 1.999
Cl -1.476 -5.499 3.004
H -1.508 -4.977 0.142
H -2.573 -3.565 0.041
H -3.436 -5.023 1.810
H -2.776 -3.572 2.583
Cl -6.925 2.182 -0.917
C -6.637 1.789 0.796
C -6.619 3.030 1.675
Cl -5.202 4.059 1.359
H -5.695 1.235 0.863
H -7.446 1.123 1.108
H -6.571 2.738 2.729
H -7.519 3.637 1.532

No. 4
47
Properties=species:S:1:pos:R:3 method="wB97M-V/def2-TZVPD" charge=+2 spin_multiplicity=1 orbital_gap_ev=2.53 homo_ha=-0.564
C 0.814 4.045 -0.408
C -0.003 2.921 -1.082
C 0.516 1.495 -0.803
C 0.928 1.227 0.690
C -0.505 0.423 -1.154
C -0.154 -0.921 -1.229
C 1.206 -1.471 -1.031
C 1.358 -2.296 0.306
C 2.741 -2.982 0.360
C 3.831 -2.147 1.043
F 4.493 -2.982 1.873
F 3.348 -1.156 1.823
C 4.915 -1.546 0.072
F 6.076 -2.108 0.258
F 4.564 -1.615 -1.206
F 5.096 -0.251 0.344
C -1.255 -1.934 -1.539
O -1.089 -2.900 -2.171
C -2.602 -1.583 -0.889
Br -3.729 -2.930 -0.171
C -2.949 -0.293 -0.822
C -4.222 0.268 -0.237
O -3.832 1.030 0.941
C -4.812 1.163 1.827
F -5.768 1.904 1.401
F -5.242 0.034 2.322
F -4.228 1.857 2.915
C -1.963 0.719 -1.423
O -2.385 1.608 -2.065
H 0.640 3.967 0.681
H 0.441 5.041 -0.676
H 1.900 3.972 -0.550
H 0.053 3.089 -2.171
H -1.050 3.068 -0.785
H 1.406 1.315 -1.434
H 1.674 0.431 0.793
H 0.031 0.876 1.230
H 1.334 2.107 1.202
H 1.376 -2.201 -1.848
H 1.994 -0.716 -1.135
H 1.159 -1.614 1.140
H 0.590 -3.084 0.308
H 2.620 -3.899 0.955
H 3.012 -3.328 -0.645
H -4.992 -0.488 -0.060
H -4.636 0.978 -0.973
Zn -2.705 0.905 4.024

No. 5
90
Properties=species:S:1:pos:R:3 method="wB97M-V/def2-TZVPD" e_above_lowest_kj_mol=430.9 charge=+2 spin_multiplicity=1 orbital_gap_ev=1.92 homo_ha=-0.507
In -21.979 -15.585 -2.995
O -23.835 -17.516 0.989
C -23.448 -16.895 -0.106
O -23.995 -17.116 -1.188
O -22.477 -16.033 -0.097
H -22.983 -17.231 1.328
C -21.896 -19.594 4.140
C -21.443 -18.255 3.720
O -21.709 -17.953 2.561
N -20.865 -17.578 4.664
C -20.443 -16.181 4.496
H -21.263 -20.421 3.819
H -22.867 -19.695 3.655
H -22.261 -19.681 5.163
H -20.642 -18.191 5.435
H -20.468 -15.817 3.469
H -19.438 -15.999 4.875
H -21.034 -15.493 5.101
C -17.674 -18.059 -1.125
C -19.225 -18.222 -1.237
O -19.858 -17.418 -1.894
N -19.808 -19.212 -0.424
C -21.198 -19.739 -0.515
H -17.322 -18.090 -0.093
H -17.402 -17.057 -1.459
H -17.019 -18.739 -1.669
H -19.324 -19.467 0.425
H -21.798 -18.868 -0.780
H -21.438 -20.305 0.385
H -21.152 -20.401 -1.380
C -24.644 -16.313 4.129
C -25.292 -17.140 5.216
O -26.438 -17.080 5.478
N -24.433 -17.990 5.872
C -24.733 -18.847 6.980
H -25.491 -15.682 3.860
H -24.500 -16.884 3.212
H -23.690 -15.849 4.380
H -23.486 -17.693 5.682
H -25.592 -18.468 7.534
H -24.018 -18.925 7.800
H -25.036 -19.851 6.684
C -19.231 -15.264 0.925
C -18.841 -14.477 -0.347
O -19.656 -14.454 -1.290
N -17.665 -13.881 -0.409
C -16.659 -13.819 0.587
H -20.021 -16.014 0.887
H -19.340 -14.550 1.741
H -18.403 -15.953 1.088
H -17.558 -13.330 -1.249
H -16.172 -14.791 0.511
H -17.087 -13.669 1.578
H -15.940 -13.064 0.269
C -26.902 -13.641 -3.984
C -25.926 -13.944 -2.826
O -24.785 -14.336 -3.139
N -26.503 -13.942 -1.650
C -25.781 -14.195 -0.487
H -26.940 -14.410 -4.755
H -26.632 -12.698 -4.459
H -27.898 -13.359 -3.642
H -27.509 -13.953 -1.736
H -24.726 -14.267 -0.752
H -26.091 -15.084 0.063
H -25.833 -13.277 0.098
C -26.336 -21.198 4.370
C -27.357 -20.071 4.039
O -28.232 -19.849 4.828
N -27.149 -19.204 3.123
C -26.141 -19.337 2.081
H -26.467 -21.310 5.447
H -25.368 -21.105 3.877
H -26.691 -22.106 3.884
H -27.683 -18.346 3.129
H -26.346 -20.096 1.326
H -25.149 -19.517 2.496
H -26.193 -18.367 1.586
C -27.588 -17.627 -1.043
C -27.349 -19.112 -1.352
O -28.331 -19.896 -1.388
N -26.065 -19.407 -1.571
C -25.557 -20.724 -1.860
H -26.706 -16.986 -1.027
H -27.945 -17.585 -0.014
H -28.352 -17.177 -1.678
H -25.404 -18.651 -1.677
H -24.764 -21.104 -1.216
H -25.215 -20.760 -2.895
H -26.322 -21.484 -2.018

No. 6
18
Properties=species:S:1:pos:R:3 method="wB97M-V/def2-TZVPD" e_above_lowest_kj_mol=0.0 charge=-1 spin_multiplicity=1 orbital_gap_ev=9.81 homo_ha=-0.226
C 0.996 0.933 1.309
C -0.051 -1.884 0.012
C -1.506 0.716 -0.497
O 2.754 1.648 -0.975
O 0.922 0.172 -1.649
O 3.121 -0.202 -2.625
O 2.769 -0.565 -0.202
F 0.095 1.254 2.322
F -1.256 -2.342 0.529
F -2.296 0.185 -1.486
Si 0.189 0.006 -0.239
S 2.577 0.272 -1.399
H 1.548 1.719 0.877
H 1.569 0.043 1.685
H 0.813 -2.437 0.616
H 0.038 -2.242 -0.991
H -1.465 1.751 -0.786
H -2.068 0.490 0.357

No. 7
36
Properties=species:S:1:pos:R:3 method="wB97M-V/def2-TZVPD" e_above_lowest_kj_mol=445.1 spin_multiplicity=1 orbital_gap_ev=10.67 homo_ha=-0.386
C 0.259 0.184 -0.494
C 0.024 -0.937 0.423
N -0.231 -1.845 1.111
H 0.571 -0.070 -1.507
H 0.888 0.914 0.015
H -0.617 0.817 -0.628
C -0.837 3.451 0.975
C -0.580 3.051 -0.387
N -0.434 2.710 -1.450
H -1.856 3.085 1.097
H -0.823 4.519 1.195
H -0.105 2.967 1.620
C 3.086 3.386 1.571
C 1.882 2.537 1.716
N 0.950 1.843 1.704
H 3.638 3.508 2.502
H 2.931 4.398 1.196
H 3.703 2.984 0.767
C 1.987 -3.063 0.160
C 1.929 -2.037 -0.860
N 1.904 -1.169 -1.606
H 2.564 -2.626 0.975
H 2.495 -3.978 -0.144
H 0.993 -3.286 0.550
C -1.390 -3.186 -0.723
C -0.293 -4.158 -0.793
N 0.587 -4.922 -0.872
H -2.162 -3.595 -1.375
H -1.078 -2.159 -0.911
H -1.712 -3.379 0.301
C -2.543 -0.158 -1.097
C -3.973 0.232 -0.848
N -5.096 0.484 -0.736
H -2.427 -0.662 -2.057
H -2.167 -0.660 -0.205
H -2.066 0.818 -1.185

No. 8
76
Properties=species:S:1:pos:R:3 method="wB97M-V/def2-TZVPD" e_above_lowest_kj_mol=36.0 charge=+2 spin_multiplicity=6 orbital_gap_ev="7.11 / 4.93" homo_ha="-0.430 / -0.488" s_squared=8.772
Ir 0.925 -0.502 -0.125
C 1.206 2.826 -1.534
Si 0.746 1.889 0.004
C -0.825 2.653 0.716
C -1.149 2.206 2.142
C -0.897 4.179 0.615
C -1.873 2.044 -0.246
C 2.667 2.632 1.287
C 3.714 2.104 0.354
C 2.594 4.117 1.429
C 2.436 1.831 2.533
H 1.360 3.891 -1.359
H 0.367 2.725 -2.232
H 2.085 2.404 -2.019
H -0.452 2.617 2.873
H -1.149 1.118 2.239
H -2.147 2.562 2.418
H -0.185 4.678 1.271
H -1.896 4.509 0.917
H -0.734 4.537 -0.403
H -1.899 0.953 -0.198
H -1.720 2.343 -1.285
H -2.862 2.407 0.050
H 3.802 2.700 -0.552
H 3.566 1.052 0.101
H 4.676 2.172 0.883
H 2.597 4.637 0.472
H 3.500 4.435 1.966
H 1.747 4.446 2.028
H 2.346 0.763 2.327
H 1.569 2.165 3.100
H 3.314 1.974 3.181
O 1.942 -0.359 -3.116
B 1.446 -1.204 -2.017
O 1.317 -2.525 -2.633
C 1.660 -2.448 -3.897
C 1.668 -3.453 -4.860
C 2.077 -3.059 -6.106
C 2.473 -1.695 -6.410
C 2.468 -0.699 -5.474
C 2.054 -1.085 -4.198
H 1.371 -4.466 -4.632
H 2.110 -3.786 -6.907
H 2.780 -1.470 -7.422
H 2.760 0.318 -5.695
N 5.143 -2.970 2.257
C 3.649 -2.955 2.399
C 3.136 -1.896 1.405
O 1.894 -1.707 1.441
O 3.997 -1.377 0.682
H 5.631 -2.643 3.088
H 5.244 -2.273 1.462
H 5.517 -3.881 2.001
H 3.360 -2.711 3.418
H 3.244 -3.930 2.145
S -4.862 -3.160 2.091
C -3.335 -2.500 1.470
C -3.113 -2.322 0.107
C -1.920 -1.779 -0.314
N -0.948 -1.419 0.538
C -1.141 -1.626 1.847
C -2.314 -2.157 2.347
C -5.969 -1.956 1.370
C -6.624 -2.214 0.176
C -7.452 -1.228 -0.343
N -7.658 -0.048 0.242
C -7.041 0.168 1.404
C -6.192 -0.747 2.011
H -3.867 -2.596 -0.618
H -1.722 -1.614 -1.365
H -0.330 -1.339 2.503
H -2.438 -2.288 3.414
H -6.508 -3.164 -0.330
H -7.977 -1.397 -1.276
H -7.238 1.122 1.878
H -5.721 -0.525 2.959

No. 9
17
Properties=species:S:1:pos:R:3 method="wB97M-V/def2-TZVPD" e_above_lowest_kj_mol=191.8 spin_multiplicity=1 orbital_gap_ev=10.57 homo_ha=-0.346
C -0.141 2.329 0.839
C -0.360 1.391 -0.077
C 0.077 -0.039 0.013
C -1.091 -0.970 0.139
C -1.542 -1.768 -0.823
C 1.354 -0.388 0.728
C 1.285 -0.475 -0.773
H 0.416 2.120 1.750
H -0.517 3.341 0.713
H -0.944 1.632 -0.966
H -1.617 -0.922 1.094
H -1.055 -1.821 -1.794
H -2.419 -2.393 -0.677
H 1.938 0.418 1.164
H 1.379 -1.319 1.287
H 1.814 0.281 -1.346
H 1.273 -1.463 -1.225

No. 10
59
Properties=species:S:1:pos:R:3 method="wB97M-V/def2-TZVPD" e_above_lowest_kj_mol=0.0 charge=-1 spin_multiplicity=3 orbital_gap_ev="6.21 / 6.15" homo_ha="-0.150 / -0.169" s_squared=2.013
Pd -0.734 1.550 -1.687
S -1.317 -1.523 -4.677
As -0.300 -1.202 -2.821
S -1.536 -0.680 -1.127
S 1.139 0.394 -2.806
S 0.424 -3.214 -2.928
C -4.108 3.591 -4.481
S -3.451 2.591 -3.127
O -3.727 3.403 -1.908
C -1.726 2.836 -3.560
C -0.947 3.726 -2.819
C 0.343 4.023 -3.278
C 0.818 3.459 -4.446
C 0.026 2.567 -5.170
C -1.240 2.246 -4.732
H -3.696 4.596 -4.390
H -5.189 3.607 -4.359
H -3.840 3.143 -5.437
H -1.375 4.217 -1.954
H 0.963 4.702 -2.706
H 1.821 3.682 -4.784
H 0.423 2.085 -6.054
H -1.834 1.508 -5.257
Cl 1.711 -5.002 6.474
C 1.280 -3.815 5.275
C 2.231 -2.909 4.837
C 1.876 -1.986 3.869
C 0.598 -1.952 3.322
C 0.248 -0.939 2.247
C -0.365 0.287 2.918
N -0.998 1.191 1.984
C -2.342 1.243 1.689
C -2.478 2.186 0.717
N -1.243 2.716 0.405
C -0.384 2.079 1.175
O 1.382 -0.488 1.538
C 1.740 -1.318 0.422
C 2.558 -2.501 0.846
C 2.084 -3.765 1.023
Cl 0.482 -4.308 0.753
S 3.269 -4.850 1.626
C 4.450 -3.606 1.642
C 3.940 -2.429 1.200
C -0.334 -2.859 3.812
Cl -1.965 -2.846 3.207
C -0.009 -3.799 4.778
H 3.235 -2.940 5.235
H 2.612 -1.291 3.490
H -0.475 -1.366 1.543
H 0.431 0.815 3.447
H -1.112 -0.023 3.648
H -3.050 0.593 2.174
H -3.361 2.513 0.195
H 0.685 2.217 1.183
H 2.302 -0.679 -0.257
H 0.838 -1.633 -0.103
H 5.459 -3.820 1.954
H 4.516 -1.517 1.118
H -0.748 -4.506 5.125

No. 11
12
Properties=species:S:1:pos:R:3 method="wB97M-V/def2-TZVPD" e_above_lowest_kj_mol=587.8 spin_multiplicity=1 orbital_gap_ev="8.45 / 8.52" homo_ha="-0.342 / -0.338"
N 0.430 1.195 -1.046
C 0.991 1.068 0.183
C -0.363 0.405 -0.052
C 0.489 -1.941 0.236
C -0.533 -1.033 -0.175
O -1.523 1.091 0.351
N 1.424 -1.428 -0.423
O 1.630 1.683 0.984
H -1.519 1.219 1.309
H 0.093 2.117 -1.317
H 0.335 -2.972 0.576
H -1.453 -1.402 -0.625

Repeat the fifth record exactly.
90
Properties=species:S:1:pos:R:3 method="wB97M-V/def2-TZVPD" e_above_lowest_kj_mol=430.9 charge=+2 spin_multiplicity=1 orbital_gap_ev=1.92 homo_ha=-0.507
In -21.979 -15.585 -2.995
O -23.835 -17.516 0.989
C -23.448 -16.895 -0.106
O -23.995 -17.116 -1.188
O -22.477 -16.033 -0.097
H -22.983 -17.231 1.328
C -21.896 -19.594 4.140
C -21.443 -18.255 3.720
O -21.709 -17.953 2.561
N -20.865 -17.578 4.664
C -20.443 -16.181 4.496
H -21.263 -20.421 3.819
H -22.867 -19.695 3.655
H -22.261 -19.681 5.163
H -20.642 -18.191 5.435
H -20.468 -15.817 3.469
H -19.438 -15.999 4.875
H -21.034 -15.493 5.101
C -17.674 -18.059 -1.125
C -19.225 -18.222 -1.237
O -19.858 -17.418 -1.894
N -19.808 -19.212 -0.424
C -21.198 -19.739 -0.515
H -17.322 -18.090 -0.093
H -17.402 -17.057 -1.459
H -17.019 -18.739 -1.669
H -19.324 -19.467 0.425
H -21.798 -18.868 -0.780
H -21.438 -20.305 0.385
H -21.152 -20.401 -1.380
C -24.644 -16.313 4.129
C -25.292 -17.140 5.216
O -26.438 -17.080 5.478
N -24.433 -17.990 5.872
C -24.733 -18.847 6.980
H -25.491 -15.682 3.860
H -24.500 -16.884 3.212
H -23.690 -15.849 4.380
H -23.486 -17.693 5.682
H -25.592 -18.468 7.534
H -24.018 -18.925 7.800
H -25.036 -19.851 6.684
C -19.231 -15.264 0.925
C -18.841 -14.477 -0.347
O -19.656 -14.454 -1.290
N -17.665 -13.881 -0.409
C -16.659 -13.819 0.587
H -20.021 -16.014 0.887
H -19.340 -14.550 1.741
H -18.403 -15.953 1.088
H -17.558 -13.330 -1.249
H -16.172 -14.791 0.511
H -17.087 -13.669 1.578
H -15.940 -13.064 0.269
C -26.902 -13.641 -3.984
C -25.926 -13.944 -2.826
O -24.785 -14.336 -3.139
N -26.503 -13.942 -1.650
C -25.781 -14.195 -0.487
H -26.940 -14.410 -4.755
H -26.632 -12.698 -4.459
H -27.898 -13.359 -3.642
H -27.509 -13.953 -1.736
H -24.726 -14.267 -0.752
H -26.091 -15.084 0.063
H -25.833 -13.277 0.098
C -26.336 -21.198 4.370
C -27.357 -20.071 4.039
O -28.232 -19.849 4.828
N -27.149 -19.204 3.123
C -26.141 -19.337 2.081
H -26.467 -21.310 5.447
H -25.368 -21.105 3.877
H -26.691 -22.106 3.884
H -27.683 -18.346 3.129
H -26.346 -20.096 1.326
H -25.149 -19.517 2.496
H -26.193 -18.367 1.586
C -27.588 -17.627 -1.043
C -27.349 -19.112 -1.352
O -28.331 -19.896 -1.388
N -26.065 -19.407 -1.571
C -25.557 -20.724 -1.860
H -26.706 -16.986 -1.027
H -27.945 -17.585 -0.014
H -28.352 -17.177 -1.678
H -25.404 -18.651 -1.677
H -24.764 -21.104 -1.216
H -25.215 -20.760 -2.895
H -26.322 -21.484 -2.018